#a
Molecular formula: C12H19AlO7
Method: DFT, ωB97M-V with the def2-TZVPD basis set

Geometry (Å):
Al 0.3751 0.7078 1.5353
O -1.4939 2.6847 2.2356
H -1.3534 3.6176 1.9817
O 1.3790 3.5085 1.1805
C 1.4195 4.5324 1.8315
O 2.4035 4.9004 2.7053
C 2.0508 6.1283 3.3965
C 0.5810 6.3969 3.0013
C 0.3455 5.6206 1.8069
H 2.6933 6.9146 3.0003
H 2.0720 6.0110 4.4799
H 0.2844 7.4185 2.7636
H -0.0291 6.0054 3.8152
H 0.2330 6.2000 0.8905
H -0.6293 5.1373 1.8722
O 0.1728 -0.4905 -1.2031
C -0.2970 -1.0794 -2.1719
O -0.7264 -2.3653 -1.9776
C -1.4359 -2.8971 -3.1367
C -0.8224 -2.0200 -4.2506
C -0.4510 -0.6830 -3.5957
H -2.5158 -2.7834 -3.0419
H -1.1898 -3.9414 -3.3290
H -1.5882 -1.8875 -5.0149
H 0.0083 -2.4709 -4.7934
H -1.2305 0.0637 -3.7475
H 0.5103 -0.2969 -3.9349
O -0.3362 -2.2020 1.5792
C -0.2741 -3.3191 1.0468
O -1.3357 -4.1220 0.9998
C -1.1357 -5.1735 0.0546
C 0.3657 -5.4234 0.0376
C 0.8763 -4.0366 0.3444
H -1.4538 -4.8679 -0.9422
H -1.6182 -6.1223 0.2892
H 0.6394 -5.7985 -0.9486
H 0.6201 -6.1967 0.7624
H 1.1698 -3.4752 -0.5426
H 1.7165 -4.1954 1.0203

LUMO energy, eV: -13.107
E_HOMO, eV: -16.6
Net charge: +2
Frontier orbital gap, eV: 3.534

Results of the Mulliken charge analysis, in e, for atoms 1 through 2: 1.48, -0.36


#b
Molecular formula: C12H19AlO7
Method: DFT, ωB97M-V with the def2-TZVPD basis set

Geometry (Å):
Al 1.1247 -0.9661 -2.6504
O 0.5736 -0.3599 -0.7247
H -0.0594 -0.4610 0.0126
O 0.1495 0.8605 3.2113
C 0.8721 1.2842 2.3358
O 2.2177 1.2658 2.3705
C 2.8189 2.1439 1.4462
C 1.7035 2.2143 0.3652
C 0.4069 2.0161 1.0813
H 3.6893 1.6506 1.0137
H 3.1911 3.0449 1.9338
H 1.8263 1.3229 -0.2500
H 1.6261 3.0766 -0.2970
H -0.1876 1.3483 0.4578
H -0.0462 2.9988 1.2122
O -4.2043 -0.2029 0.3007
C -3.4308 0.0313 -0.6345
O -3.4851 -0.4954 -1.9138
C -2.5801 0.2177 -2.7689
C -1.8073 1.1505 -1.9096
C -2.3909 1.1061 -0.5283
H -3.1106 0.7566 -3.5539
H -1.9068 -0.5998 -3.0266
H -1.9803 2.1393 -2.3342
H -0.7239 1.0321 -1.8909
H -3.0642 1.9174 -0.2518
H -1.6936 0.7624 0.2358
O 1.5965 -2.8784 -1.9324
C 1.2909 -2.7186 -0.7239
O 2.2415 -2.6610 0.2388
C 1.7314 -2.4901 1.5429
C 0.3217 -1.9609 1.3000
C -0.0393 -2.5987 -0.0996
H 2.3460 -1.8682 2.1937
H 1.9066 -3.4971 1.9217
H 0.6187 -0.9186 1.1833
H -0.4800 -1.9513 2.0385
H -0.6852 -2.0773 -0.8061
H -0.3771 -3.6350 -0.0991

LUMO energy, eV: -13.811
E_HOMO, eV: -16.5
Net charge: +2
Frontier orbital gap, eV: 2.698

Results of the Mulliken charge analysis, in e, for atoms 1 through 2: 1.04, -0.30


Which of them is the most stable? Correct choice: #a.


#a
Molecular formula: C6H15N
Method: DFT, ωB97M-V with the def2-TZVPD basis set

Geometry (Å):
C 0.7246 1.9008 -1.3315
C -0.2781 0.7971 -0.9394
N 0.3331 -0.1787 -0.0114
C -0.2111 -0.0361 1.3567
C 0.5383 0.9827 2.2078
C 0.2120 -1.5573 -0.4774
C -1.2185 -2.0146 -0.8359
H 1.7331 1.5933 -1.0580
H 0.4994 2.7897 -0.7352
H 0.6620 2.1853 -2.3821
H -1.1651 1.1948 -0.4474
H -0.5783 0.2886 -1.8368
H -0.1423 -1.0273 1.8158
H -1.2958 0.1323 1.3229
H 0.5551 0.6101 3.2316
H -0.0594 1.8940 2.3641
H 1.4920 1.2710 1.7937
H 0.4988 -2.2574 0.3098
H 0.8904 -1.6861 -1.3131
H -1.6692 -2.6574 -0.0629
H -1.2683 -2.5996 -1.7562
H -1.9686 -1.2287 -0.9095

LUMO energy (spin up / spin down), eV: 4.006 / 3.919
2S+1: 2
E_HOMO (spin up / spin down), eV: 1.5 / -4.9
Net charge: -1
⟨S²⟩: 0.750
Frontier orbital gap (spin up / spin down), eV: 2.513 / 8.781

Results of the Mulliken charge analysis, in e, for atoms 1 through 2: -1.12, -1.21


#b
Molecular formula: C6H15N
Method: DFT, ωB97M-V with the def2-TZVPD basis set

Geometry (Å):
C 1.0538 0.3149 -0.0990
C 1.4232 1.7873 -0.2220
C 0.6933 2.5167 -1.3428
C -0.2648 0.0257 0.5783
N -0.5014 -1.3839 0.8255
C -1.8145 -1.5811 1.4378
C -0.2633 -2.2613 -0.3327
H 1.8417 -0.1930 0.4788
H 1.1538 -0.1798 -1.0617
H 1.2574 2.3055 0.7287
H 2.5033 1.8619 -0.3593
H 1.2150 3.4265 -1.6804
H 0.6498 1.9080 -2.2488
H -0.3408 2.8029 -1.1366
H -0.3260 0.5625 1.5290
H -1.0726 0.4904 -0.0132
H -1.7245 -2.0512 2.4364
H -2.4404 -2.2742 0.8819
H -2.3757 -0.6535 1.5504
H -1.1422 -2.8527 -0.5678
H 0.6148 -2.8780 -0.1171
H -0.1402 -1.6936 -1.2653

LUMO energy (spin up / spin down), eV: 3.973 / 4.035
2S+1: 2
E_HOMO (spin up / spin down), eV: 1.5 / -4.7
Net charge: -1
⟨S²⟩: 0.750
Frontier orbital gap (spin up / spin down), eV: 2.453 / 8.709

Results of the Mulliken charge analysis, in e, for atoms 1 through 2: -1.09, -0.08


Which of them is the most stable? Correct choice: #b.


#a
Molecular formula: C2H2F2
Method: DFT, ωB97M-V with the def2-TZVPD basis set

Geometry (Å):
C -0.8502 0.0846 0.0288
C 0.3792 0.4078 -0.0253
F 1.3939 1.1705 0.0642
F 1.9821 -1.6022 -0.0673
H -1.3425 -0.9142 0.2865
H -1.5626 0.8535 -0.2869

LUMO energy (spin up / spin down), eV: -2.185 / -2.183
E_HOMO (spin up / spin down), eV: -9.9 / -9.9
Net charge: 0
Frontier orbital gap (spin up / spin down), eV: 7.748 / 7.754

Results of the Mulliken charge analysis, in e, for atoms 1 through 2: -0.43, 0.57


#b
Molecular formula: C2H2F2
Method: DFT, ωB97M-V with the def2-TZVPD basis set

Geometry (Å):
C 0.6524 0.2744 0.2995
C -0.5469 -0.3132 -0.3533
F 1.8718 -0.0322 -0.1098
F -1.7373 0.2692 -0.0281
H 0.5484 0.9700 1.0362
H -0.7885 -1.1682 -0.8445

LUMO energy, eV: 1.028
E_HOMO, eV: -9.3
Net charge: 0
Frontier orbital gap, eV: 10.297

Results of the Mulliken charge analysis, in e, for atoms 1 through 2: -0.15, -0.13


Which of them is the most stable? Correct choice: #b.


#a
Molecular formula: C7H13N2O2
Method: DFT, ωB97M-V with the def2-TZVPD basis set

Geometry (Å):
C 0.4623 -1.5087 -0.4003
C 1.0596 -0.3231 -0.0895
C 2.4763 0.0454 0.4217
C -1.7212 -0.6274 -0.3227
C 3.5735 -0.9867 0.2353
C -3.3314 0.4551 1.0225
C 0.0786 1.4888 -1.3005
N -2.4366 -0.5977 0.7528
N 0.1547 0.7738 -0.0864
O 2.5320 1.0460 1.0983
O -0.8587 -1.6527 -0.5745
H 1.1059 -2.3628 -0.8423
H -1.8292 0.0680 -1.1197
H 3.9804 -0.9853 1.2271
H 4.3025 -0.5170 -0.4919
H 3.1252 -1.9989 -0.0450
H -4.4226 0.1643 1.2957
H -2.9846 1.1608 1.7904
H -3.4495 1.1571 0.2090
H -0.6719 1.1224 -2.0878
H 0.1044 2.6252 -1.1264
H 1.0696 1.3786 -1.7915
H -2.4212 -1.2894 1.5119
H 0.1019 1.3642 0.7137

LUMO energy, eV: -3.888
E_HOMO, eV: -13.2
Net charge: +1
Frontier orbital gap, eV: 9.315

Results of the Mulliken charge analysis, in e, for atoms 1 through 2: -0.61, 0.40


#b
Molecular formula: C7H13N2O2
Method: DFT, ωB97M-V with the def2-TZVPD basis set

Geometry (Å):
C 1.6795 1.9829 -0.1459
C 0.8779 -0.2081 -0.2091
C -0.3697 0.7335 0.1432
C 0.8994 -1.4066 0.7675
C 1.1241 -0.4509 -1.7856
C -1.5537 0.6404 -0.9296
C -1.1030 0.7236 1.5214
N 2.0308 0.6579 0.0005
N 0.2361 1.9907 0.0555
O 3.0574 0.2298 0.3555
O -0.3688 2.9903 0.1166
H 2.2409 2.8857 -0.2238
H 1.2494 -1.1411 1.7728
H 1.4906 -2.2738 0.4249
H -0.1587 -1.7684 0.7881
H 2.1149 -0.2589 -2.1316
H 0.4805 0.0492 -2.3227
H 0.8544 -1.5582 -1.8955
H -1.1825 1.3241 -1.7699
H -2.5388 0.9417 -0.6765
H -1.6968 -0.4165 -1.2618
H -1.6435 1.5991 1.6068
H -0.4530 0.7169 2.3840
H -1.7394 -0.0468 1.6116

LUMO energy (spin up / spin down), eV: -6.097 / -6.095
E_HOMO (spin up / spin down), eV: -14.7 / -14.7
Net charge: +1
Frontier orbital gap (spin up / spin down), eV: 8.571 / 8.573

Results of the Mulliken charge analysis, in e, for atoms 1 through 2: -0.43, 1.03


Which of them is the most stable? Correct choice: #a.